DFT (ωB97M-V/def2-TZVPD) results for one molecule with the formula C17H20N4OS2.

Geometry as XYZ:
```
44
Properties=species:S:1:pos:R:3:forces:R:3
H -2.235441 -0.758798 -0.265045 -0.142 0.155 0.003
H 2.850162 2.812492 -0.882510 0.113 0.028 -0.104
C 0.163232 -2.494138 -0.116705 0.029 -0.878 0.030
H 4.631360 3.564634 0.719433 -0.040 0.058 0.033
H 5.269505 0.137204 -1.423777 -0.010 -0.048 -0.002
N -2.152856 1.329596 -0.254036 0.562 -0.042 0.035
C -4.534476 0.672193 -0.089858 -0.057 0.247 0.012
C 3.746227 2.214137 -0.711074 -0.079 0.307 0.264
S 0.773132 1.430836 -0.515696 0.292 -0.471 0.047
H 0.599896 -5.978933 -0.133975 0.017 -0.237 0.007
H -3.694765 2.537682 -0.259616 -0.061 -0.354 0.020
C 0.281206 -4.958471 -0.056207 0.250 0.290 -0.129
H -5.851180 2.426691 -0.174026 -0.086 -0.008 0.003
C 4.540630 -0.076452 -0.635202 0.163 -0.387 0.203
C -0.990448 -3.076775 0.339193 0.234 0.327 -0.122
N -3.492184 1.547530 -0.221033 -0.321 0.290 -0.064
C 2.175724 0.355110 -0.583014 -0.963 0.559 -0.127
H -7.625801 1.391147 1.284119 -0.020 0.108 -0.046
C -0.919523 -4.482165 0.368141 0.041 -0.311 -0.029
C -0.237603 0.011254 -0.317252 1.234 -0.319 -0.078
O -4.407532 -0.532756 0.012502 0.123 -0.229 0.003
C 5.173008 0.149778 0.738651 0.105 0.112 -0.241
H -1.856541 -2.532718 0.666595 -0.145 0.140 0.069
C -5.864579 1.348484 -0.079059 -0.005 0.018 -0.002
S 1.360512 -3.698905 -0.496239 -0.571 -0.022 0.207
C 4.349129 2.512735 0.663634 0.158 0.008 -0.229
H 4.181923 -1.100116 -0.738361 0.113 0.102 -0.079
C -1.647211 0.151114 -0.267428 -0.929 -0.170 0.053
C 0.556141 -1.123883 -0.290921 -0.694 1.405 -0.012
C -6.941933 0.728638 0.776145 -0.028 -0.031 0.087
H 3.596483 2.319268 1.430565 -0.063 0.041 0.040
H 4.477697 2.445800 -1.493183 -0.091 0.062 -0.001
N 1.887331 -0.899468 -0.447242 0.636 -0.461 0.050
N 3.412661 0.814530 -0.818562 0.280 0.046 -0.162
H -6.785913 -0.361947 -1.133902 0.096 -0.064 0.035
C 5.564636 1.617629 0.897307 -0.205 -0.076 0.207
H 6.047048 -0.492775 0.848802 0.000 -0.068 0.037
H -1.730275 -5.109091 0.694241 -0.111 -0.127 0.058
H -6.660565 -0.147538 1.340020 0.091 -0.070 -0.032
H -7.753391 1.172146 -1.246270 -0.018 0.113 0.029
H 6.342272 1.866303 0.170805 0.089 0.033 -0.012
H 4.448584 -0.123886 1.507972 -0.021 -0.073 0.047
C -7.016702 0.600329 -0.703160 -0.042 -0.038 -0.078
H 5.970410 1.791574 1.895244 0.077 0.034 -0.031
```
Forces are in eV/Å.

Computed properties:
Frontier orbital gap (eV): 7.36
HOMO energy (eV): -7.1
Relative energy (zero: lowest compared OMol25 entry of this formula, charge and spin) (kcal per mole): 25.99

***

DFT (ωB97M-V/def2-TZVPD) results for C5H16AgF6N7O9S2 as an isolated structure.

Geometry as XYZ:
```
46
Properties=species:S:1:pos:R:3:forces:R:3
N 10.063082 18.646537 17.951879 -0.045 0.147 -0.041
O 10.091048 18.483796 15.690082 -0.732 -0.126 0.055
N 10.263484 16.607082 16.931621 -0.073 -0.015 0.147
O 9.182952 18.422913 12.496708 -0.331 -0.801 -0.407
H 6.135610 20.018114 14.448392 0.370 -0.011 -0.260
H 13.227529 21.530203 10.345877 0.089 0.241 -0.075
N 8.111344 22.222209 15.722806 0.370 -0.255 -0.323
H 11.586997 21.766019 15.726171 0.185 -0.210 -0.099
C 10.134568 17.948915 16.803519 0.492 -0.371 0.139
F 15.782281 20.613333 14.609927 0.085 -0.070 0.129
F 12.582897 15.629034 12.217965 -0.326 0.009 0.083
H 11.647747 20.343439 9.026329 0.026 -0.079 0.010
H 7.428934 22.670001 16.306208 0.120 0.240 -0.009
N 12.382795 21.834592 10.790312 -1.542 0.170 0.592
H 5.933651 21.039811 15.779887 -0.028 0.083 -0.078
H 9.275985 17.478239 12.329437 0.010 0.006 0.007
O 10.644017 20.866667 11.966266 -0.211 0.448 0.444
F 12.455781 16.328562 14.267819 -0.185 -0.306 0.280
H 8.970313 22.673118 15.465725 0.011 0.274 0.354
H 10.000972 19.647143 17.917067 0.121 0.011 -0.084
O 12.675626 18.188206 11.305091 -0.566 -0.145 0.645
O 14.414796 18.268694 15.372678 0.197 -0.019 -0.349
O 8.466827 20.854887 13.920242 0.433 -0.064 0.313
C 13.187635 16.335206 13.166325 0.515 0.435 -0.794
S 13.382375 18.120559 12.553075 0.178 0.121 -1.331
F 14.372202 15.804469 13.371852 0.094 0.017 0.371
N 11.091444 20.194476 9.850293 -0.051 0.228 0.389
C 11.325271 20.973745 10.944675 1.036 -1.174 -1.134
F 14.175034 21.817363 15.409586 0.074 0.173 0.071
H 10.597456 16.190204 17.781723 -0.131 -0.014 0.045
Ag 10.529080 19.620062 13.942394 0.284 0.884 -0.897
C 14.493215 20.851924 14.555227 -0.114 -0.320 -0.318
N 6.459415 20.825455 14.948643 -0.106 0.283 0.564
H 12.318165 22.623953 11.408230 0.814 0.010 0.073
S 13.507519 19.311910 15.041154 -0.629 -0.112 0.177
F 14.170629 21.239013 13.323653 -0.052 0.117 0.112
O 11.200909 21.716532 14.841794 -0.032 0.738 0.445
C 7.736053 21.287455 14.823637 -0.895 -1.099 -0.410
O 14.771008 18.456896 12.506512 -0.211 -0.209 0.604
H 10.032984 18.195292 18.847344 -0.034 -0.013 0.004
H 10.146724 16.010608 16.134095 0.200 0.138 -0.166
H 11.125990 22.625260 14.531986 0.061 -0.064 -0.256
N 12.594395 18.989235 13.679388 0.608 0.224 1.173
O 12.601861 19.754493 16.065060 -0.050 0.196 -0.260
H 10.771229 19.257146 10.026326 -0.078 0.018 -0.022
H 8.503531 18.731507 11.887228 0.053 0.264 0.087
```
Forces are in eV/Å.

Computed properties:
Total charge: +1
Frontier orbital gap (alpha / beta) (eV): 10.61 / 6.90
HOMO energy (alpha / beta) (eV): -13.0 / -13.0
Spin multiplicity: 2
Relative energy (zero: lowest compared OMol25 entry of this formula, charge and spin) (kcal per mole): 6.50

***

- What is the formula in the first record?
  C17H20N4OS2